Below is C22H32N4O4 in the gas phase, with properties calculated with ωB97M-V with the def2-TZVPD basis set.

## Properties
ΔE to the lowest compared entry with this formula, charge and spin: 2.347 eV
E_LUMO: 0.678 eV
Total energy: -1377.505490 hartree
SMILES: CCCN1CCC(NC(=O)CCc2nnc(Cc3cc(OC)ccc3OC)o2)CC1

Structure (ORCA input):
```
! wB97M-V def2-TZVPD RIJCOSX def2/J DEFGRID3
* xyz 0 1
C -1.074 0.278 5.793
C -0.133 -0.220 4.702
C 0.106 0.862 3.649
N 0.721 0.352 2.432
C 2.098 -0.067 2.645
C 2.681 -0.693 1.381
C 2.630 0.306 0.232
N 3.149 -0.286 -0.984
C 3.569 0.475 -2.014
O 3.739 1.676 -1.942
C 3.809 -0.307 -3.304
C 2.504 -0.368 -4.108
C 1.474 -1.176 -3.411
N 1.672 -2.144 -2.576
N 0.459 -2.585 -2.176
C -0.424 -1.867 -2.782
C -1.897 -1.919 -2.631
C -2.334 -0.777 -1.741
C -2.886 0.372 -2.283
C -3.273 1.427 -1.464
O -3.828 2.595 -1.902
C -4.025 2.766 -3.283
C -3.098 1.307 -0.089
C -2.542 0.168 0.459
C -2.142 -0.885 -0.358
O -1.579 -2.041 0.082
C -1.263 -2.156 1.453
O 0.157 -0.945 -3.593
C 1.178 0.760 0.059
C 0.662 1.344 1.367
H -2.045 0.536 5.376
H -0.663 1.162 6.276
H -1.218 -0.490 6.550
H 0.812 -0.516 5.161
H -0.561 -1.098 4.216
H 0.705 1.678 4.091
H -0.863 1.284 3.365
H 2.114 -0.806 3.447
H 2.727 0.789 2.952
H 3.709 -1.005 1.570
H 2.093 -1.572 1.110
H 3.254 1.180 0.449
H 2.886 -1.246 -1.174
H 4.153 -1.316 -3.084
H 4.560 0.222 -3.890
H 2.109 0.638 -4.269
H 2.697 -0.815 -5.088
H -2.148 -2.870 -2.163
H -2.366 -1.836 -3.612
H -3.010 0.426 -3.353
H -4.712 2.015 -3.689
H -4.468 3.754 -3.398
H -3.079 2.728 -3.834
H -3.408 2.126 0.541
H -2.421 0.104 1.528
H -2.168 -2.159 2.070
H -0.591 -1.354 1.779
H -0.762 -3.118 1.548
H 1.114 1.513 -0.728
H 0.564 -0.097 -0.226
H -0.378 1.653 1.239
H 1.257 2.239 1.624
*
```

Quick look at the Mulliken charges, all values in e: -1.454 -0.090 -1.140 0.855 -0.862 -0.777 -0.850 -0.071 0.462 -0.674 -0.833 -0.634 0.823 -0.390 -0.579 0.793 -1.338 -0.009 -0.159 0.468 -0.477 -0.815 -0.564 -0.611 0.286 -0.401 -0.370 -0.311 0.693 -1.624 0.347 0.336 0.405 0.330 0.156 0.405 0.392 0.444 0.403 0.386 0.294 0.353 0.491 0.353 0.400 0.300 0.319 0.342 0.561 0.457 0.313 0.241 0.330 0.482 0.445 0.381 -0.365 0.397 0.650 -0.615 0.502 0.416